Record 1
Below is a 2-piece molecular cluster, C2H6F2Si overall, with properties calculated with ωB97M-V/def2-TZVPD.

Its total energy is -15481.0607 eV.

```
11
Properties=species:S:1:pos:R:3:forces:R:3
H 2.534 0.171 -1.118 0.80 1.10 -1.18
F -0.943 2.084 1.093 0.44 0.19 0.64
Si -0.454 1.108 -0.091 -0.42 -1.80 0.86
H 2.302 -0.094 0.659 0.45 0.51 1.68
F -1.174 -1.551 -0.524 0.10 -0.70 -0.61
C -1.437 -0.550 0.366 -2.24 3.01 -2.55
C 2.311 -0.447 -0.315 -1.47 -0.01 -0.34
H -2.601 -0.266 0.310 2.45 -0.70 0.29
H -1.199 1.735 -1.131 -0.15 0.43 -1.46
H -1.153 -0.845 1.300 0.42 -0.95 2.73
H 1.815 -1.344 -0.549 -0.39 -1.08 -0.07
```
Forces are in eV/Å.

Record 2
Below is C25H30BCrN11OS3 as an isolated structure, with properties calculated with ωB97M-V/def2-TZVPD.

Its total energy is -106453.0652 eV. As for the total charge: +1. As for the multiplicity: 4.

```
72
Properties=species:S:1:pos:R:3:forces:R:3
H 0.882 -2.299 3.775 0.03 0.16 -0.02
H -0.399 6.004 -2.591 -0.04 0.01 0.02
S 0.796 -1.022 -2.766 0.45 -0.12 0.58
H -4.780 0.708 -0.201 0.00 0.01 0.01
H 2.264 2.118 2.778 -0.02 -0.06 0.03
C -2.041 -2.990 -5.192 -0.08 0.18 0.14
Cr -0.444 -0.377 -0.614 -0.16 0.00 -0.67
H -0.921 0.517 5.171 0.02 -0.05 -0.04
C -0.932 3.076 -0.992 -0.01 -0.08 0.13
C -3.762 1.028 -0.417 0.05 -0.09 0.02
O -1.230 0.969 -1.924 -0.27 -0.21 0.05
C -0.692 4.422 -1.160 0.02 0.16 -0.15
H -3.804 2.082 -0.704 0.00 0.00 -0.03
H -2.734 -3.474 -4.509 0.00 -0.07 -0.01
H 1.467 1.333 -2.509 0.00 0.08 -0.01
B 0.227 0.115 2.389 0.16 -0.20 -0.15
H -0.260 -3.657 -6.260 0.00 0.00 0.03
H 3.928 -1.264 5.727 0.04 0.01 0.03
C -2.926 0.876 0.811 -0.07 0.12 0.16
H 1.000 -3.541 -3.952 0.03 0.04 0.08
H 3.145 1.729 -2.159 -0.01 -0.01 -0.01
C 2.297 0.027 5.264 -0.21 0.01 0.07
C -0.607 4.955 -2.437 0.01 -0.13 -0.02
C 1.099 0.234 5.985 0.05 -0.02 0.01
H -0.567 5.048 -0.288 -0.03 -0.06 0.04
C 2.111 1.966 -1.907 0.00 -0.02 0.00
H 1.759 -4.303 2.163 0.02 0.02 0.03
H -3.383 0.453 -1.253 -0.08 0.07 -0.03
H -4.288 1.596 2.405 0.01 0.00 -0.01
C 0.885 -2.353 2.700 -0.08 -0.18 0.03
C 1.600 -3.657 -0.622 -0.21 0.00 -0.01
H 2.384 -4.342 -0.302 -0.03 0.02 0.02
H 4.411 0.375 5.299 0.00 0.01 0.02
N 1.074 1.020 1.430 0.23 0.02 0.24
H -2.506 -2.862 -6.165 0.03 -0.06 -0.01
N 2.060 0.030 3.968 0.20 0.04 -0.06
N -1.056 2.263 -2.059 0.14 0.44 0.19
C -1.823 -3.338 -1.347 0.35 -0.57 -0.54
N 0.174 -3.078 -4.300 -0.10 -0.07 0.20
H -0.826 -4.772 -4.995 0.02 0.00 -0.01
N -1.242 0.497 2.141 -0.20 0.18 0.26
S -1.663 -1.344 -4.495 -0.03 -0.07 0.16
C 1.124 -2.906 0.575 -0.09 0.09 0.31
H 3.676 0.049 6.882 0.07 0.01 0.00
C -1.012 2.766 -3.309 0.05 -0.13 -0.11
N 0.724 0.252 3.808 -0.06 0.11 0.11
C 3.660 -0.211 5.826 -0.03 -0.04 -0.11
H -1.024 2.603 -0.027 0.04 -0.05 -0.05
H -1.136 2.042 -4.101 -0.01 -0.07 0.06
C -0.791 4.106 -3.521 0.00 0.11 0.08
C 1.324 -3.360 1.881 -0.01 -0.01 -0.16
S -2.359 -1.851 -0.860 -0.16 0.59 0.27
H 2.012 -2.984 -1.361 0.05 0.08 -0.19
N 0.536 -1.690 0.617 0.30 -0.47 0.06
H -2.147 1.107 3.963 0.09 0.03 -0.04
H 3.355 3.141 0.498 0.00 -0.01 0.00
N -1.502 -4.372 -1.761 0.03 0.05 -0.01
H 0.979 0.281 7.054 -0.05 0.01 -0.02
C -2.237 0.969 2.904 -0.08 0.02 -0.10
N 0.426 -1.355 1.937 -0.03 0.15 0.02
C 0.131 0.363 5.028 0.00 -0.03 0.06
C -0.705 -3.724 -5.265 -0.03 -0.07 -0.20
C 1.888 1.769 -0.446 0.13 0.02 0.14
N -1.656 0.442 0.852 -0.12 -0.08 -0.05
H 0.799 -4.245 -1.065 -0.04 0.03 -0.09
H 1.943 3.010 -2.180 -0.01 0.01 0.01
C -0.185 -1.917 -3.806 -0.19 -0.07 -0.31
C 2.023 1.909 1.752 -0.04 0.06 -0.10
N 0.989 0.925 0.077 0.06 0.15 -0.24
H -0.753 4.476 -4.535 0.00 -0.04 -0.01
C -3.326 1.223 2.103 0.00 -0.03 -0.07
C 2.568 2.412 0.591 -0.09 0.05 -0.04
```
Forces are in eV/Å.

Record 3
Below is C31H43F3GeMoO2SbSeSi as an isolated structure, with properties calculated with ωB97M-V/def2-TZVPD.

Its total energy is -183219.0316 eV. As for the total charge: +1. As for the multiplicity: 3.

```
84
Properties=species:S:1:pos:R:3:forces:R:3
H -2.748 -1.425 7.382 0.03 -0.11 -0.40
C -0.839 -0.276 -4.490 -0.70 0.39 -0.28
H 3.288 -3.238 -3.592 -0.90 -0.42 1.50
Ge -2.183 -1.124 2.445 1.90 -1.28 -0.57
C -0.973 -3.151 0.480 1.51 0.77 1.96
C 3.255 -0.125 -4.098 -0.67 -0.59 -1.24
H 1.660 -0.626 -5.584 0.58 0.69 -0.49
H -6.260 -0.558 5.297 -1.12 0.10 -0.31
C 4.265 3.105 -0.858 -0.47 1.22 -0.81
O -0.221 -1.070 -0.413 0.39 -0.86 0.65
Mo 1.471 -0.044 0.047 -0.54 1.19 0.04
H 1.003 -1.581 2.789 0.08 1.34 0.35
O 1.312 -2.210 0.598 0.00 -0.35 0.29
H -1.467 0.388 -5.139 0.60 -0.45 0.50
C -3.262 -1.361 6.418 -0.24 -0.09 1.36
H -0.144 2.934 4.490 0.26 -0.48 -0.64
H -1.899 1.625 3.308 1.50 -0.63 -0.31
C 0.813 -0.491 3.015 0.24 -2.15 -0.90
H -2.402 -3.655 1.913 -0.58 -0.14 0.28
C -3.089 -0.381 0.936 0.65 -0.02 0.73
C -1.571 -2.971 1.893 0.61 0.01 0.25
H -5.058 0.925 -2.050 -1.32 1.06 -1.74
H 2.419 4.108 -3.544 0.19 0.34 -0.44
H 2.833 -0.017 3.715 0.69 -0.50 -0.19
H 0.966 -2.569 -4.014 0.23 -0.32 0.04
F 4.388 0.091 -0.936 0.38 0.39 -0.94
H 2.358 5.297 0.669 0.23 0.34 -0.39
C -3.433 1.289 -0.758 0.81 0.56 0.69
C 1.840 0.305 3.533 -2.25 0.85 0.09
C -2.703 0.788 0.334 0.16 1.71 -0.53
H 4.292 -0.374 -3.863 -0.36 -0.22 0.25
C 0.181 0.525 -3.703 0.32 0.90 -0.31
H 4.487 2.866 0.171 0.05 0.12 0.37
F 4.144 0.355 1.147 0.60 0.44 1.43
C -0.829 1.232 3.272 -0.27 1.05 1.49
H 2.185 2.410 -3.256 0.04 0.36 0.42
F 3.854 -1.612 0.215 0.27 0.24 0.45
C 1.446 1.561 4.019 1.35 -0.30 -0.34
H 4.418 2.200 -1.445 0.27 0.35 -0.15
H -0.834 -3.404 2.607 -0.47 0.49 -0.21
H -4.995 -0.653 3.078 -0.63 -0.13 -0.07
C -4.638 -1.110 6.444 2.67 -0.43 -3.37
C 1.306 -2.567 -2.971 1.70 0.08 -1.47
H 0.444 -2.777 -2.436 -1.48 -0.59 1.41
C -0.521 -0.063 2.833 -0.54 0.90 0.44
H -1.846 1.386 0.715 -0.63 -0.59 -0.34
H -1.633 -2.917 -0.274 -1.89 0.18 -1.58
H 2.369 -4.570 -2.805 -0.41 0.53 -0.10
H 3.167 6.056 -0.786 -0.52 0.02 0.28
H -0.595 -4.137 0.402 0.40 -1.02 -0.29
H 0.885 3.533 -3.034 -1.72 0.29 -0.05
H -1.494 -1.689 5.264 -0.36 0.19 -0.05
H 3.027 -3.310 -1.766 -0.21 0.10 -0.53
H -5.181 -0.938 7.267 -1.57 0.33 3.25
Si 2.511 3.746 -1.132 0.18 -1.31 -0.23
C -3.235 -1.316 4.026 -0.17 0.77 -0.05
H -0.431 -1.067 -5.132 0.02 0.25 0.21
H -0.262 1.285 -3.056 -0.30 -0.52 0.35
C 0.156 2.013 3.956 -1.68 -0.15 -0.55
H -5.704 -1.190 -1.053 0.46 0.32 0.15
C 1.912 3.413 -2.892 1.96 -0.17 0.32
H 1.343 5.858 -0.656 0.11 0.32 -0.13
H -1.518 -0.729 -3.773 -0.17 -0.26 -0.07
C -2.569 -1.471 5.232 0.33 -0.51 0.45
Se 1.037 2.341 0.054 0.25 -0.63 0.41
C -5.268 -0.916 5.243 0.28 0.28 -1.08
C 2.322 5.445 -0.426 -0.04 -0.51 0.26
C 2.540 -3.481 -2.745 0.97 0.58 -0.99
Sb 1.716 -0.500 -2.678 0.18 -0.17 1.09
C 0.114 -2.173 0.266 -0.11 1.16 -1.46
H -3.067 2.199 -1.236 -0.28 -0.16 0.07
H 2.681 -1.909 -5.316 0.60 -0.58 0.11
H 3.413 -0.574 -6.175 0.18 0.27 -1.25
H 0.821 1.171 -4.302 -0.10 -0.12 -0.71
C -4.587 -0.982 4.018 0.54 0.00 0.84
H 2.244 2.168 4.414 -0.11 0.27 0.42
H -4.331 -2.084 0.736 -0.39 -1.06 0.66
C 3.632 -0.258 0.107 -1.05 -1.66 -0.84
C -4.866 -0.600 -0.655 -0.67 -0.40 0.33
H 4.891 3.982 -1.194 -0.18 -1.13 0.24
C -4.124 -1.104 0.413 -0.94 0.53 -1.53
C -4.576 0.650 -1.188 1.59 -1.63 1.07
C 2.726 -0.838 -5.416 -0.42 0.03 2.18
H 3.216 0.934 -4.321 0.08 0.31 0.23
```
Forces are in eV/Å.

Record 4
Below is C38H38F12N4O9PS2V as an isolated structure, with properties calculated with ωB97M-V/def2-TZVPD.

Its total energy is -153676.5725 eV. As for the total charge: -1. As for the multiplicity: 2.

```
105
Properties=species:S:1:pos:R:3:forces:R:3
H -2.805 0.659 1.464 0.03 -0.01 0.02
C 2.913 -1.962 -2.818 0.01 -0.02 0.01
C -0.963 1.256 -3.612 0.55 0.14 -0.07
H 0.103 2.269 -2.042 0.03 -0.01 -0.01
P -1.894 -3.022 0.142 -0.02 0.06 -0.19
F 3.688 -1.831 -1.748 0.00 0.01 -0.01
H -3.963 2.413 -4.035 0.00 0.03 -0.03
O 1.259 -2.275 -1.047 0.01 0.05 0.17
H -2.906 -0.838 -5.193 -0.01 0.01 0.01
H -3.545 -0.753 -0.330 -0.01 -0.02 -0.03
H 1.247 -2.751 7.707 0.00 0.00 0.00
C -2.389 -2.977 2.697 -0.02 -0.06 -0.05
O -2.953 -2.622 -1.037 -0.09 -0.02 0.04
F 0.985 -3.599 -4.308 0.02 0.01 -0.03
C 1.388 -2.137 -2.416 -0.11 -0.01 -0.03
C -3.958 1.553 -3.363 -0.24 -0.17 0.23
F 3.337 0.775 3.329 0.01 -0.01 -0.01
C 6.001 4.110 -1.735 0.00 0.00 0.00
C -2.088 2.121 2.886 0.01 -0.04 0.00
F 1.893 1.688 1.996 -0.01 0.00 0.00
O -2.021 -4.630 -0.053 0.00 -0.05 0.10
H -0.725 -5.971 0.837 0.00 -0.01 0.00
F 5.022 -1.046 2.142 0.01 0.01 0.01
H -4.015 1.498 3.480 -0.01 0.02 0.01
C -3.158 -1.230 -1.235 0.01 -0.01 0.00
H -6.012 1.609 0.842 -0.01 0.00 0.01
F 5.708 -0.462 0.187 0.01 -0.03 -0.02
H -1.653 -0.003 2.620 -0.01 -0.02 0.03
F 3.388 -3.015 -3.514 0.00 0.01 0.02
C 1.231 -2.105 3.344 -0.05 0.04 0.04
H 6.287 4.518 -0.764 0.00 0.00 0.00
H -2.716 0.883 -5.542 0.07 -0.09 -0.11
H 5.716 4.943 -2.379 0.00 0.00 0.00
C 0.553 -0.963 -2.920 0.02 0.02 -0.01
H -3.182 -3.362 3.336 0.00 0.01 0.00
H -3.900 -1.130 -2.025 -0.01 0.03 -0.03
H -1.694 -0.304 -6.351 0.03 -0.01 0.02
H 2.272 1.841 -3.324 -0.01 0.00 0.01
F 3.832 2.585 2.269 0.03 0.00 -0.01
H -0.578 -1.975 -4.442 0.00 0.00 -0.01
H 0.394 0.779 4.583 0.01 0.00 -0.01
O -0.494 2.090 0.492 0.08 0.03 0.05
H -2.236 -0.726 -1.543 0.03 0.01 0.03
F 3.101 -0.890 -3.603 0.01 0.00 -0.01
H -0.851 -6.061 -0.938 0.01 0.00 0.00
C -3.235 3.317 -0.089 -0.03 0.04 0.04
C 3.688 0.554 0.958 0.07 -0.03 -0.17
C 1.800 -3.063 6.821 0.00 0.00 0.00
H -5.830 0.838 -1.507 0.00 0.00 0.00
O -0.302 -0.137 0.612 -0.19 -0.10 0.09
C 3.717 1.402 -0.307 0.02 0.02 0.06
H 1.615 -4.116 6.619 0.00 0.00 0.00
C -0.027 1.349 -2.597 -0.06 0.00 0.02
C 4.877 3.120 -1.599 -0.01 -0.02 -0.01
H -1.494 2.049 3.798 0.01 0.01 -0.01
O -3.697 4.655 2.452 -0.04 0.03 0.05
C 5.101 -0.023 1.293 0.00 0.02 0.03
S 1.362 -2.890 1.810 -0.18 0.13 -0.34
N -3.486 2.333 3.263 -0.03 0.03 0.11
F -0.413 -3.668 -2.663 -0.03 0.01 0.00
H -1.560 -3.689 2.690 -0.01 -0.01 0.00
C -5.204 1.953 0.209 -0.02 0.02 -0.08
C 1.016 -0.916 5.746 -0.01 -0.03 -0.01
F 5.916 0.892 1.865 0.01 0.01 -0.02
N 1.535 -2.829 4.439 -0.01 0.02 -0.02
C 0.717 -0.259 4.570 0.01 0.02 0.01
H 5.450 2.475 0.335 0.02 0.01 0.02
C -2.175 -0.054 -5.404 0.06 -0.03 -0.18
H -1.554 2.127 -3.876 0.30 -0.03 -0.03
H -2.512 4.010 0.317 -0.02 0.00 -0.04
C 3.958 2.907 -2.621 0.03 0.02 0.01
C 2.940 1.990 -2.490 -0.04 -0.02 -0.01
C 0.879 -3.495 -2.967 0.00 0.02 0.00
H 0.066 -4.745 -0.171 0.01 0.00 0.02
C -1.163 0.062 -4.295 0.23 -0.10 -0.10
C -5.101 1.534 -1.109 0.00 0.04 0.06
C -3.140 2.880 -1.398 -0.01 0.01 -0.01
C 1.427 -2.242 5.621 -0.01 0.03 0.02
H 6.890 3.647 -2.171 0.00 0.00 0.00
H -4.781 0.896 -3.644 -0.08 0.02 0.01
V 1.258 -0.939 0.232 0.37 -0.26 -0.46
C -1.890 0.878 2.027 0.07 -0.03 -0.08
H 4.042 3.467 -3.547 0.00 0.00 0.00
C -0.809 1.036 0.981 0.03 -0.07 -0.05
H -1.744 3.009 2.357 0.00 -0.02 -0.01
C 3.192 1.410 2.158 -0.03 -0.03 0.00
C -0.404 -1.043 -3.924 -0.05 0.03 0.01
H 2.866 -2.945 7.028 0.00 0.00 0.00
N 0.802 -0.829 3.375 0.06 -0.01 0.00
H -3.020 1.017 -3.525 -0.82 0.14 0.33
F 1.548 -4.521 -2.433 0.01 -0.01 0.01
C -4.273 2.853 0.708 0.01 0.06 -0.03
C -4.074 1.995 -1.930 -0.05 -0.02 -0.09
C -0.810 -5.389 -0.081 0.01 0.00 -0.03
S -4.371 3.393 2.389 -0.04 -0.02 -0.08
C 0.763 0.254 -2.256 -0.04 -0.07 0.06
H -2.016 -2.036 3.104 0.03 0.03 0.02
C 4.735 2.343 -0.464 -0.03 -0.04 -0.01
O -5.725 3.232 2.840 0.02 0.00 0.00
O -2.939 -2.781 1.393 0.02 0.00 0.07
C 2.756 1.228 -1.319 0.06 0.05 -0.05
N 1.716 0.316 -1.219 -0.10 -0.22 0.12
O 2.893 -0.566 0.869 0.16 0.39 0.55
H 0.935 -0.430 6.708 0.00 0.00 0.00
H -2.325 3.235 -2.019 -0.03 0.03 0.05
```
Forces are in eV/Å.

Record 5
Below is C38H37BaBrN10O2Si as an isolated structure, with properties calculated with ωB97M-V/def2-TZVPD.

Its total energy is -137619.1068 eV.

```
90
Properties=species:S:1:pos:R:3:forces:R:3
H -3.258 -2.377 -0.636 0.10 0.03 0.00
C 5.332 -6.307 -4.231 -0.03 -0.06 -0.04
C 0.464 -3.556 -2.003 -0.59 -0.57 -0.34
H 0.254 -6.429 -3.838 0.04 -0.03 -0.04
N 0.546 -1.472 1.596 -0.15 0.22 -0.19
C -1.383 -5.300 -3.087 0.01 -0.20 -0.11
C 4.626 3.259 0.708 -0.06 0.04 -0.08
C 2.318 -4.839 -2.974 0.30 0.00 -0.04
H 2.001 4.641 -2.025 -0.06 0.01 -0.09
H 2.873 3.541 -3.098 -0.05 -0.02 -0.09
H -2.896 -4.019 -2.285 -0.06 0.04 0.05
C -0.144 4.318 -0.046 -0.02 -0.31 0.19
Ba 1.371 -0.253 -0.787 -3.61 -0.32 0.24
H 3.912 -1.898 3.706 -0.05 -0.21 0.08
C -1.764 4.100 -1.784 0.15 0.11 0.17
H 4.002 4.891 -0.558 -0.03 0.04 -0.10
O -1.219 -2.257 -1.042 0.50 -0.32 -0.09
C 3.019 3.040 -1.040 0.05 0.68 -0.05
N 3.204 -3.945 -2.594 -0.58 0.16 0.14
N 0.594 -3.459 2.821 -0.01 -0.05 -0.29
N -0.933 -0.013 -3.617 -1.20 -0.07 -0.89
N 3.343 -0.132 0.384 2.55 -0.82 1.49
C -1.836 -4.191 -2.383 0.13 0.17 0.11
C 2.252 3.597 -2.202 0.05 -0.11 0.06
H -2.801 -1.517 -2.150 0.07 0.01 0.06
C 3.774 -2.975 0.849 0.06 0.59 0.33
H 5.010 1.440 1.764 0.16 -0.04 0.20
C 6.136 -1.139 0.828 -0.51 0.15 0.14
C 4.465 1.931 0.976 -0.04 0.03 0.10
C 6.735 -4.470 -3.483 0.17 0.09 0.04
H 1.884 -0.961 7.229 0.02 0.05 0.06
C 3.889 3.843 -0.325 -0.02 0.01 0.07
C -1.886 2.763 -1.424 -0.20 0.10 -0.26
H -2.460 -0.771 -0.571 -0.12 -0.05 -0.03
H 5.213 -7.261 -4.722 0.01 -0.08 -0.07
C 6.571 -5.706 -4.116 -0.01 -0.08 -0.04
H 5.323 3.851 1.286 0.04 0.05 0.04
C 0.411 2.292 1.290 0.71 -0.41 0.93
N 2.906 -5.883 -3.635 -0.34 0.00 0.06
C 0.509 -2.743 1.675 -0.42 -0.74 0.30
C -0.046 -5.561 -3.272 -0.16 0.23 0.11
H 1.193 -4.619 5.124 -0.01 -0.12 0.03
C -0.871 4.890 -1.075 -0.19 -0.16 -0.08
H 3.998 -3.202 -0.188 0.06 -0.02 -0.25
Br -2.663 -6.503 -3.809 0.04 0.05 0.01
C 4.254 -5.624 -3.690 0.52 0.62 0.28
H 6.254 -0.693 -0.153 0.03 0.13 -0.28
C -0.095 -0.004 -2.827 -0.11 0.34 -1.34
N 2.840 1.749 -0.770 0.74 1.24 -0.35
H 3.363 -0.256 3.436 -0.17 0.16 0.01
C 1.549 -2.868 6.316 0.00 -0.13 -0.22
H 5.790 -2.838 -2.438 0.05 0.11 0.07
C 0.636 -0.727 2.761 -0.21 0.83 -0.22
C 0.896 -4.672 -2.739 -0.42 0.22 0.19
Si 4.287 -1.193 1.298 0.76 -0.90 0.46
C 4.144 -0.968 3.194 0.03 0.02 -0.59
H 1.349 2.743 1.627 -0.07 -0.01 0.17
H 1.349 3.011 -2.370 -0.04 0.09 -0.09
H -2.551 2.102 -1.964 -0.01 -0.02 -0.12
C -0.917 -3.321 -1.816 0.21 -0.18 -0.05
H 1.776 -3.432 7.208 0.04 -0.02 0.08
C 1.606 -1.481 6.324 -0.05 0.14 0.01
O 1.314 -2.678 -1.448 0.05 -0.82 -0.09
C 4.421 -4.385 -3.030 0.32 -0.65 -0.39
H -0.740 5.931 -1.332 0.02 0.08 0.02
H -2.342 4.504 -2.599 -0.05 0.00 -0.09
C 3.555 1.160 0.210 0.90 0.76 0.41
C 1.310 -0.761 5.182 -0.04 -0.17 0.12
H 6.562 -2.136 0.787 0.07 -0.25 0.06
H 7.438 -6.197 -4.531 0.05 -0.06 -0.04
H 4.343 -3.669 1.461 0.16 -0.13 0.15
N 0.453 0.543 2.761 1.16 -0.39 2.17
C 5.674 -3.793 -2.926 -0.14 -0.12 -0.02
C -2.525 -1.715 -1.111 -0.30 0.23 -0.06
H 1.366 0.316 5.189 -0.03 0.13 -0.10
H 2.447 -6.687 -4.029 -0.04 0.12 0.06
C -0.342 2.965 0.244 -0.36 0.51 -0.78
C 0.918 -2.818 4.007 0.08 0.53 0.30
H 0.532 -4.466 2.808 0.06 0.15 -0.14
H 7.722 -4.037 -3.430 0.11 0.02 0.00
C 1.218 -3.539 5.153 -0.03 -0.02 0.15
N -0.042 1.196 1.752 -1.04 0.18 -1.82
H 0.369 -3.318 0.774 0.01 -0.16 -0.18
N -1.201 2.208 -0.444 0.22 -0.20 0.11
H 6.725 -0.553 1.525 0.14 0.13 0.14
H 2.724 -3.179 1.024 -0.13 -0.06 -0.04
C 0.950 -1.416 4.008 0.13 -0.42 0.28
H 5.065 -0.582 3.619 0.25 0.05 0.04
H 0.560 4.902 0.528 0.11 0.00 0.05
H 2.233 -2.946 -1.731 0.38 -0.20 -0.17
```
Forces are in eV/Å.

> What is the formula in the third record?

C31H43F3GeMoO2SbSeSi